(1)
C5H8N2 in the gas phase, computed with wB97M-V/def2-TZVPD.

Each line ends with the natural charge from an NBO analysis.
CARTESIAN COORDINATES (ANGSTROEM)
C1 1.41622 1.02073 0.46978  -0.591
C2 0.53392 0.33613 -0.58446  -0.140
N1 1.17783 -0.93744 -0.89725  -0.424
C3 0.39545 -1.84729 -0.43527  0.081
C4 -0.86064 -1.36329 0.12569  -0.411
C5 -0.83180 -0.02078 -0.03141  0.243
N2 -1.76827 0.92655 0.32176  -0.794
H1 2.45878 0.90582 0.16442  0.229
H2 1.19148 2.08320 0.59792  0.207
H3 1.28697 0.51546 1.43201  0.215
H4 0.47249 0.95919 -1.48733  0.215
H5 0.68168 -2.89693 -0.48660  0.190
H6 -1.64668 -1.96606 0.56506  0.217
H7 -2.68393 0.55189 0.53083  0.383
H8 -1.82351 1.73281 -0.28513  0.382

Computed properties:
- SMILES string = C[C@H]1N=CC=C1N
- LUMO energy (eV) = 0.9
- 2S+1 = 1
- relative energy (zero: lowest compared OMol25 entry of this formula, charge and spin) (kcal per mole) = 13.9
- frontier orbital gap (hartree) = 0.3352
- largest force on an atom (eV/A) = 0.4
- M (u) = 96.13
- E_HOMO (eV) = -8.2

***

(2)
A 4-piece molecular cluster, CH10N2O3 overall in a non-equilibrium geometry, computed with wB97M-V/def2-TZVPD.

Each line ends with the natural charge from an NBO analysis.
CARTESIAN COORDINATES (ANGSTROEM)
N1 -0.23821 -0.26136 0.82759  -0.466
C1 -1.20216 0.56954 1.19060  0.257
N2 -2.13428 0.81658 0.30969  -0.369
H1 0.70690 -0.20769 1.25421  0.474
H2 -0.28774 -0.64809 -0.12078  0.439
H3 -1.20606 0.86928 2.23721  0.230
H4 -2.99840 1.27605 0.58751  0.393
H5 0.81323 -0.10795 -2.02212  0.479
H6 1.72003 0.66508 -1.04257  0.440
O1 1.63271 0.41003 -1.96546  -0.918
H7 -1.82661 -0.18178 -1.65507  0.474
H8 -1.70530 -0.03580 -3.15342  0.503
O2 -1.16645 -0.17322 -2.36519  -0.972
H9 2.49513 -1.73867 2.18184  0.505
H10 3.11752 -0.44064 1.71470  0.502
O3 2.27969 -0.81136 2.02126  -0.971

Computed properties:
- LUMO energy (spin up / spin down) (eV) = -4.5 / -8.9
- charge = +1
- expectation value of S² = 0.78
- 2S+1 = 2
- relative energy (zero: lowest compared OMol25 entry of this formula, charge and spin) (kcal per mole) = 11.8
- frontier orbital gap (spin up / spin down) (hartree) = 0.3670 / 0.2034
- largest force on an atom (eV/A) = 1.6
- M (u) = 98.10
- E_HOMO (spin up / spin down) (eV) = -14.5 / -14.5

***

(3)
A 2-piece molecular cluster, C4H7N3 overall in a non-equilibrium geometry, computed with wB97M-V/def2-TZVPD.

Each line ends with the natural charge from an NBO analysis.
CARTESIAN COORDINATES (ANGSTROEM)
C1 1.67120 -0.33453 -0.87051  0.341
C2 0.29204 0.80344 0.43892  0.386
N1 -0.36770 1.61519 -0.48143  -0.846
C3 -0.43153 -0.54870 0.68257  -0.246
C4 -1.58339 -0.90132 0.12867  -0.388
N2 1.66218 -1.32834 -1.49845  -0.715
N3 0.83896 1.39454 1.45585  -0.690
H1 -0.24439 2.59699 -0.26405  0.393
H2 -0.16873 1.43594 -1.45611  0.376
H3 1.34443 -2.27232 -1.62361  0.445
H4 1.14962 0.75974 2.18828  0.333
H5 0.03357 -1.15659 1.44919  0.201
H6 -2.08563 -1.81771 0.39895  0.200
H7 -2.11063 -0.24631 -0.54828  0.212

Computed properties:
- LUMO energy (spin up / spin down) (eV) = 0.4 / 0.4
- 2S+1 = 1
- relative energy (zero: lowest compared OMol25 entry of this formula, charge and spin) (kcal per mole) = 72.2
- frontier orbital gap (spin up / spin down) (hartree) = 0.3412 / 0.3412
- largest force on an atom (eV/A) = 4.5
- M (u) = 97.12
- E_HOMO (spin up / spin down) (eV) = -8.9 / -8.9

***

(4)
A 2-piece molecular cluster, C3H8N3O overall in a non-equilibrium geometry, computed with wB97M-V/def2-TZVPD.

Each line ends with the natural charge from an NBO analysis.
CARTESIAN COORDINATES (ANGSTROEM)
C1 -3.25444 -1.53298 0.58897  0.249
C2 0.99994 0.49878 -0.29066  0.506
C3 0.14201 1.38488 -1.01990  -0.657
N1 -2.26017 -1.03244 0.62860  -0.437
N2 2.33926 0.56774 -0.28679  -0.723
N3 0.32352 -0.31450 0.45695  -0.247
O1 0.99175 -1.20140 1.28836  -0.531
H1 -4.20702 -2.12119 0.50654  0.285
H2 0.39198 -1.83562 1.66756  0.505
H3 0.24618 2.41020 -0.66863  0.265
H4 0.22678 1.34757 -2.09486  0.266
H5 -0.81003 0.92029 -0.72903  0.229
H6 2.80850 1.35139 -0.71540  0.429
H7 2.83717 -0.05694 0.22614  0.419
H8 -0.77543 -0.38577 0.44216  0.442

Computed properties:
- LUMO energy (eV) = -2.6
- charge = +1
- 2S+1 = 1
- relative energy (zero: lowest compared OMol25 entry of this formula, charge and spin) (kcal per mole) = 56.1
- frontier orbital gap (hartree) = 0.4249
- largest force on an atom (eV/A) = 5.7
- M (u) = 102.12
- E_HOMO (eV) = -14.2

***

(5)
C7H15BrO3P2 in the gas phase in a non-equilibrium geometry, computed with wB97M-V/def2-TZVPD.

Each line ends with the natural charge from an NBO analysis.
CARTESIAN COORDINATES (ANGSTROEM)
C1 3.42859 -2.14318 0.39727  -0.970
P1 2.32753 -0.99001 -0.50937  0.796
O1 3.39475 0.19170 -0.97375  -0.985
P2 1.25406 0.07250 1.07798  0.457
C2 -0.49384 -0.53873 1.02748  -0.695
C3 -1.55520 0.55215 0.94244  -0.397
C4 -2.94699 0.04832 0.56833  -0.427
C5 -3.01341 -0.88253 -0.65262  -0.069
O2 -3.86456 -0.35133 -1.66931  -0.722
C6 1.28195 1.81703 0.46806  -0.826
C7 0.97496 1.94554 -1.00682  0.549
O3 0.25069 1.21795 -1.64221  -0.535
Br1 1.83752 3.45829 -1.92072  -0.048
H1 3.03742 -3.14214 0.28161  0.238
H2 3.61706 -1.87540 1.42911  0.236
H3 4.37527 -2.09895 -0.12594  0.247
H4 3.43715 0.19682 -1.92966  0.502
H5 -0.61659 -1.30881 0.27642  0.229
H6 -0.61929 -1.02883 1.98260  0.229
H7 -1.63100 0.98920 1.93196  0.206
H8 -1.29997 1.36060 0.27220  0.199
H9 -3.57327 0.89378 0.32396  0.224
H10 -3.42352 -0.44250 1.40977  0.201
H11 -2.04319 -1.06367 -1.09757  0.168
H12 -3.48631 -1.80795 -0.36734  0.180
H13 -3.37776 0.31038 -2.15849  0.464
H14 2.23622 2.25728 0.69858  0.276
H15 0.49173 2.36248 0.96604  0.276

Computed properties:
- SMILES string = CP(O)#P(CCCCO)CC(=O)Br
- LUMO energy (eV) = 0.5
- 2S+1 = 1
- frontier orbital gap (hartree) = 0.3094
- largest force on an atom (eV/A) = 2.1
- M (u) = 289.05
- E_HOMO (eV) = -8.0

***

(6)
A 2-piece molecular cluster, C5H9NO overall in a non-equilibrium geometry, computed with wB97M-V/def2-TZVPD.

Each line ends with the natural charge from an NBO analysis.
CARTESIAN COORDINATES (ANGSTROEM)
C1 -1.59288 -0.71101 -1.23880  -0.728
C2 -0.24913 -0.69786 -0.58901  0.631
C3 -0.12144 -1.24398 0.82365  -0.742
O1 0.67020 -0.20092 -1.20382  -0.585
H1 -2.07503 -1.68456 -1.13800  0.222
H2 -1.44044 -0.45101 -2.28791  0.238
H3 -2.19860 0.06225 -0.75626  0.257
H4 -0.60070 -0.54336 1.51820  0.258
H5 0.92485 -1.36530 1.11595  0.226
H6 -0.64266 -2.19998 0.91709  0.233
C4 1.70831 1.38755 0.40186  -0.723
C5 0.20865 1.71100 0.55396  0.315
N1 -0.92334 1.92098 0.73035  -0.387
H7 2.14491 2.17450 -0.20878  0.252
H8 2.07936 1.38140 1.41560  0.236
H9 2.10794 0.46029 -0.05408  0.298

Computed properties:
- SMILES string = CC(C)=O.CC#N
- LUMO energy (eV) = 0.9
- 2S+1 = 1
- relative energy (zero: lowest compared OMol25 entry of this formula, charge and spin) (kcal per mole) = 42.2
- frontier orbital gap (hartree) = 0.3867
- largest force on an atom (eV/A) = 2.0
- M (u) = 99.13
- E_HOMO (eV) = -9.7

***

(7)
A 2-piece molecular cluster, C24H22F4N overall in a non-equilibrium geometry, computed with wB97M-V/def2-TZVPD.

Each line ends with the natural charge from an NBO analysis.
CARTESIAN COORDINATES (ANGSTROEM)
F1 -3.32237 -3.52244 1.14346  -0.286
C1 -2.19094 -3.21265 0.47050  0.407
C2 -1.04239 -3.96190 0.65891  -0.209
C3 0.11400 -3.66288 -0.03836  0.389
F2 1.24029 -4.38247 0.16626  -0.286
C4 0.11103 -2.62573 -0.93905  -0.167
C5 -1.04237 -1.85186 -1.17780  -0.062
C6 -0.94706 -0.83152 -2.15568  0.160
C7 -1.88098 0.08072 -2.70345  -0.153
C8 -1.40297 0.98830 -3.67047  -0.164
C9 -2.22900 1.89798 -4.28262  0.400
F3 -1.74195 2.72742 -5.23311  -0.284
C10 -3.56757 1.94323 -3.93662  -0.213
C11 -4.07887 1.06907 -2.99281  0.401
F4 -5.39158 1.11115 -2.66983  -0.285
C12 -3.25262 0.14991 -2.39063  -0.175
C13 -2.18832 -2.16720 -0.42324  -0.198
H1 -1.05068 -4.78289 1.35225  0.270
H2 1.02099 -2.41847 -1.47126  0.245
H3 0.03783 -0.74510 -2.58630  0.226
H4 -0.36663 0.97868 -3.95433  0.246
H5 -4.22064 2.64497 -4.42156  0.271
H6 -3.71344 -0.52957 -1.70765  0.231
H7 -3.08769 -1.59577 -0.49253  0.229
C14 4.05251 -1.55429 3.51379  -0.217
C15 4.33850 -0.21028 3.63941  -0.194
C16 3.84091 0.68871 2.71633  -0.242
C17 3.04904 0.25923 1.66235  0.068
C18 2.45693 1.24893 0.70127  -0.436
C19 1.16315 1.86857 1.23660  -0.041
C20 0.51303 2.87272 0.25340  -0.411
C21 -1.01229 2.64278 0.36811  -0.416
C22 -1.19332 1.43159 1.30395  -0.216
N1 0.13555 0.82281 1.49313  -0.663
C23 2.75314 -1.09365 1.56139  -0.242
C24 3.25230 -1.99499 2.47956  -0.200
H8 4.44683 -2.25793 4.22940  0.220
H9 4.94772 0.13769 4.45805  0.221
H10 4.04578 1.74060 2.82248  0.212
H11 3.18449 2.03623 0.47314  0.223
H12 2.24507 0.75832 -0.25469  0.194
H13 1.37398 2.37623 2.19432  0.181
H14 0.80249 3.90689 0.48079  0.229
H15 0.86762 2.67210 -0.76553  0.196
H16 -1.52686 3.52778 0.76115  0.226
H17 -1.44442 2.44517 -0.62095  0.189
H18 -1.59668 1.73135 2.27897  0.186
H19 -1.88383 0.69610 0.87971  0.167
H20 0.26198 0.42302 2.42744  0.381
H21 2.10446 -1.43331 0.77304  0.186
H22 3.01584 -3.04334 2.38930  0.210

Computed properties:
- LUMO energy (eV) = -6.6
- charge = +1
- 2S+1 = 1
- frontier orbital gap (hartree) = 0.1655
- largest force on an atom (eV/A) = 1.2
- M (u) = 400.44
- E_HOMO (eV) = -11.2